(1)
A molecular structure, C16H15FeN4O5 at a distorted geometry, computed with ωB97M-V/def2-TZVPD.

Calculated values
**LUMO level (spin up / spin down)**: 0.20 / -2.18 eV
**Expectation value of S²**: 8.77
**Orbital gap (spin up / spin down)**: 9.0 / 6.7 eV

ORCA input file:
```
! RIJCOSX wB97M-V def2-TZVPD def2/J DEFGRID3
* xyz 0 6
H 5.6469 -0.0145 -1.1962
N -0.0019 0.3200 -2.3811
H -3.0685 1.7591 0.4500
C 3.8508 1.0741 -0.7549
C -1.7374 0.9850 2.0363
O 0.6675 -2.3235 0.3824
H -0.3672 1.1327 -6.4117
H -0.9128 -0.6046 3.3516
N 1.3328 1.7633 -3.6395
C -1.4983 -0.3323 2.4906
H 1.5424 2.1593 -4.5397
H 1.5075 2.3281 -2.7898
H 1.2886 0.5254 -6.1616
C 1.4402 2.0274 -0.4616
C 0.2310 0.3119 -6.0030
H -2.0124 -0.6419 -4.4701
C 2.5216 0.9414 -0.3745
H -1.3188 1.8855 2.4475
N -0.0407 0.0992 -4.6065
O 1.6636 2.9721 -1.2265
H -2.4088 -2.2646 1.8848
C -2.6572 0.9175 0.9767
C -3.0137 -0.4346 0.7887
O 0.3973 1.7634 0.1708
C -0.8816 -0.6632 -2.6225
H -0.0143 -0.6026 -6.5406
C 2.7078 -1.3466 -0.2148
C 0.4598 0.7737 -3.5477
C -0.9974 -0.8706 -4.1312
O 2.3342 -3.7034 -0.1971
N 2.0027 -0.2392 -0.0974
C -2.3034 -1.2063 1.7308
O -1.4969 -1.2566 -1.7458
Fe -0.3918 -0.3693 0.1858
C 4.0386 -1.3176 -0.6191
C 1.8419 -2.6119 0.0162
H 4.2507 2.0537 -0.9675
H 4.5847 -2.2409 -0.7464
H -0.7345 -1.8899 -4.4242
C 4.6150 -0.0794 -0.8742
H -3.7373 -0.8072 0.0845
*
```

(2)
2 unconnected molecules or ions with the total composition C27H27N5O at a distorted geometry, computed with ωB97M-V/def2-TZVPD.

Calculated values
**LUMO level**: -1.17 eV
**Orbital gap**: 6.4 eV

ORCA input file:
```
! RIJCOSX wB97M-V def2-TZVPD def2/J DEFGRID3
* xyz 0 1
C 1.0041 -0.1990 2.1047
C -2.6822 -0.6391 2.6643
C -1.3369 -0.8600 2.3661
N 0.6945 2.0233 2.7388
C -7.7538 -0.9795 3.6573
C 5.6101 -0.6446 5.2935
C -1.1091 1.5921 4.3251
H -1.7326 3.2149 2.2032
H -3.4767 -2.4376 1.8106
H 5.5777 -2.1984 0.6328
C 6.6524 -1.3465 3.1859
H -4.8638 0.7873 3.3089
N 4.9744 -1.9497 1.4109
C -5.5374 -0.0747 3.2923
C -2.7515 -0.5467 -0.5466
H -5.6359 -3.3927 2.4562
C 0.9848 3.4054 3.0187
C 4.3220 -0.8484 4.7650
H 1.0581 -2.2307 2.8158
C 1.6618 -1.3139 2.9505
C -5.9904 -2.4118 2.8014
C 3.0840 -1.5560 2.5729
C -7.3116 -2.2360 3.2078
C -5.0754 -1.3268 2.8069
O 2.8543 1.4428 2.1608
H -2.5766 1.6937 1.8659
C 1.6852 1.1659 2.3209
H 7.7318 -0.7272 4.9611
H 0.3823 4.0599 2.3755
H -1.2947 2.6512 4.5449
H 3.4106 -0.6240 5.3341
C 3.5960 -1.9585 1.3533
N -1.6756 -0.6668 -1.0171
H 3.0610 -2.2271 0.4500
H 0.7451 3.6646 4.0599
H -4.7104 -1.2831 -0.2627
H -8.7745 -0.8464 4.0084
H 1.0657 -0.4676 1.0292
C 4.2090 -1.3129 3.4510
C 5.3816 -1.5508 2.6731
C -1.5985 2.1717 1.8993
H 7.5182 -1.5547 2.5594
C -4.0113 -0.4944 0.0511
H 5.7422 -0.2663 6.3140
H -7.1637 1.0667 4.0726
H -8.0007 -3.0870 3.2082
N -5.1106 1.8297 0.2633
C 6.7524 -0.8967 4.5141
C -6.8561 0.0926 3.6958
C -4.5771 0.7880 0.1392
H 2.0507 3.5609 2.8349
H -1.1622 2.1345 0.8947
C -0.6471 1.4670 2.8593
H -0.3136 1.2151 4.9880
C -3.7314 -1.4689 2.2628
H -2.9680 0.2896 3.1462
H -0.9891 -1.8121 1.9366
H -2.0239 1.0283 4.5162
N -0.3802 0.0698 2.5030
H 1.5933 -1.0386 4.0239
*
```

(3)
A molecular structure, C45H45InN3O3P2S3Sb, computed with ωB97M-V/def2-TZVPD.

Calculated values
**LUMO level**: 0.30 eV
**Orbital gap**: 7.8 eV

ORCA input file:
```
! RIJCOSX wB97M-V def2-TZVPD def2/J DEFGRID3
* xyz 0 1
C 3.4680 2.0737 3.2740
H -1.0404 3.5272 3.6867
C -0.6963 -3.7267 4.4186
In -0.0907 0.0847 0.5815
H -3.1586 3.5617 2.3260
C 2.5878 1.3821 2.4248
O -0.7657 -1.8805 1.2758
C 2.2389 3.5924 -5.4638
C 1.5575 -2.6372 -1.3753
C 1.2856 -0.0944 -5.8557
H -3.4421 -5.6797 2.5591
C -0.6969 -1.2574 -6.5512
S -1.3146 -0.0654 -1.6092
H -1.0400 -5.0547 6.0629
C -2.6724 -5.1417 3.0963
P -1.2492 2.3322 1.5999
C 3.0346 5.7804 -6.0576
C -1.3199 -4.7809 5.0546
H -4.7003 1.6019 3.0111
C -1.4697 -0.4272 -5.7506
C 3.8036 3.7603 1.6221
C 5.3131 0.2752 -1.9069
Sb 1.4122 2.3228 -3.9869
O 1.5881 1.2888 0.2306
C 2.4460 4.9260 -5.1352
H -5.1476 -0.3290 1.3053
C 3.4069 5.3040 -7.3064
H -2.5423 -0.5646 -5.7040
H 2.3681 -0.1954 3.9079
H 4.2612 4.6916 1.3099
C 4.1293 2.2251 -2.6593
C 0.5099 0.7460 -5.0612
H -1.1695 -2.0402 -7.1306
H 4.7399 3.7677 3.5717
H -3.2323 1.7717 3.9757
C -3.9183 -1.1902 3.7951
C 2.6048 3.1154 -6.7171
H 3.1954 6.8202 -5.8028
H 3.8623 5.9719 -8.0262
C 3.0982 1.4129 -3.1187
H 3.6580 1.6635 4.2600
H 0.0759 -3.1566 4.9160
C -2.3139 -5.4883 4.3835
H -3.4412 -1.0828 4.7697
H 0.2086 3.9062 0.5340
H 1.2830 -1.7454 -7.2229
N 0.7984 -1.5379 -1.0249
C -3.0496 2.5363 1.9591
H 3.4659 3.6053 -8.6174
C 5.2338 1.6544 -2.0457
H 2.7483 3.4750 -0.2340
H 2.1230 5.2963 -4.1684
H 4.0728 3.3023 -2.7710
H 2.3642 0.0179 -5.8883
H 4.1180 -4.6729 -0.5698
H -1.4637 1.2269 -4.3736
H 2.4267 2.0821 -6.9890
H -0.7024 1.7858 3.8964
H 2.3675 -0.6046 -3.3185
C -1.0396 -3.3540 3.1175
N 0.5046 -1.5285 3.1721
C 2.6187 -3.1562 -0.6362
H -4.9754 -0.9257 3.8734
C -0.8670 3.8622 0.7056
C 0.6793 -1.0924 -6.6053
H -1.1931 4.7256 1.2888
H -3.7913 0.1483 0.2514
H 4.3484 -1.6092 -2.2627
C 2.3387 1.8819 1.1177
C -0.5482 2.6539 3.2538
C 3.1716 0.0344 -2.9716
H 6.1782 -0.1689 -1.4313
H -3.9406 -1.5228 0.7693
S 0.1366 3.5230 -2.5890
C 1.9685 0.1933 2.9703
C 3.1869 3.9744 -7.6387
C -0.1618 -1.3201 -1.8771
O -2.4573 -3.7807 1.2005
C 1.8756 -4.3287 -3.0918
C -4.0894 -0.4892 1.0846
C 2.9669 3.0959 0.7573
H -3.5964 2.4781 1.0155
H 2.8913 -2.6938 0.3037
C -3.6091 1.5336 2.9778
H -3.8341 -2.2369 3.5013
H -1.9024 -3.0272 0.8981
S -0.1877 -2.3906 -3.2493
C 1.1847 -3.2323 -2.5869
N 0.9671 -0.4300 2.4688
H -1.3574 3.8564 -0.2658
H 3.4793 -5.6872 -2.7249
H -2.8118 -6.3173 4.8707
H 1.5891 -4.7825 -4.0314
C -0.3815 -2.1874 2.4756
C 2.9322 -4.8305 -2.3544
C 4.0729 3.2500 2.8967
C 3.2946 -4.2529 -1.1325
C -0.8690 0.5805 -5.0086
H 0.5230 2.8414 3.1776
C 4.2887 -0.5337 -2.3730
H 6.0324 2.2843 -1.6754
C -2.0426 -4.0755 2.4517
P -3.0387 -0.1650 2.5563
*
```